{
  "formula": "C67H69BF4N8O4S3Sb2Sn",
  "method": "ωB97M-V/def2-TZVPD",
  "total_energy_ev": -153674.2246,
  "e_homo_ha": -0.10257,
  "max_force_ev_per_a": 0.8,
  "de_lowest_ev": 3.558,
  "total_charge": -2,
  "homo_lumo_gap_ev": 6.531,
  "symbols": ["Sb", "Sb", "Sn", "S", "S", "S", "F", "F", "F", "F", "O", "O", "O", "O", "N", "N", "N", "N", "N", "N", "N", "N", "C", "C", "C", "C", "C", "C", "C", "C", "C", "C", "C", "C", "C", "C", "C", "C", "C", "C", "C", "C", "C", "C", "C", "C", "C", "C", "C", "C", "C", "C", "C", "C", "C", "C", "C", "C", "C", "C", "C", "C", "C", "C", "C", "C", "C", "C", "C", "C", "C", "C", "C", "C", "C", "C", "C", "C", "C", "C", "C", "C", "C", "C", "C", "C", "C", "C", "C", "B", "H", "H", "H", "H", "H", "H", "H", "H", "H", "H", "H", "H", "H", "H", "H", "H", "H", "H", "H", "H", "H", "H", "H", "H", "H", "H", "H", "H", "H", "H", "H", "H", "H", "H", "H", "H", "H", "H", "H", "H", "H", "H", "H", "H", "H", "H", "H", "H", "H", "H", "H", "H", "H", "H", "H", "H", "H", "H", "H", "H", "H", "H", "H", "H", "H", "H", "H", "H", "H"],
  "positions_angstrom": [[-0.806612, -1.991923, 2.092567], [-1.216062, -2.916020, -2.373024], [1.554737, 0.227919, -0.651294], [2.427280, 4.298933, 1.225087], [-0.751635, 3.204359, -3.139004], [-0.507206, 1.545577, 2.626873], [-0.455924, -0.842379, -1.055371], [1.915869, -7.091643, 4.768096], [-6.753423, -3.096882, 2.124789], [-2.939840, -0.664115, 7.914573], [5.063882, -2.195059, -1.297063], [2.126688, -1.484532, 0.807597], [3.601157, -2.454373, 2.188452], [3.171134, 1.694454, -2.710619], [-3.268057, 2.666002, -2.103812], [2.240822, 5.912279, -1.027216], [3.188860, 0.924257, 1.180091], [-0.906346, 4.046426, 1.563766], [0.375373, 4.931733, -0.393997], [-0.948106, 4.012908, 3.754946], [3.788144, -0.310024, -1.767713], [-1.857824, 3.639459, -0.710041], [-1.799228, 2.578308, 5.570378], [-1.180907, -0.806148, 6.350687], [0.986957, -3.771394, 3.757313], [0.678048, -4.629619, 1.363015], [0.094633, -3.945903, 2.603202], [-2.116735, -5.964802, -5.569479], [1.714862, 5.001238, -0.141262], [-3.970773, 1.906763, -3.169204], [3.904658, 7.682720, -0.944864], [-2.513799, -0.967373, 6.658733], [-0.232980, -5.438861, 2.239567], [1.189825, 6.441100, -1.777990], [-3.431381, -1.407925, 5.730416], [-4.104254, -5.696670, -4.259031], [-3.601367, -1.890187, 0.874243], [5.139503, 0.512829, -3.497696], [-2.036048, -4.623025, -3.542324], [-5.404953, -3.094371, 1.927576], [-1.414412, -5.173559, -4.665745], [3.200808, -1.511643, 1.514310], [-1.238330, 5.305765, 3.344672], [-1.520818, -6.028566, 1.676177], [1.325685, -6.115650, 4.023783], [4.835355, -1.186534, -1.931194], [-3.465357, -6.224921, -5.372923], [-3.075704, 3.490328, -0.071591], [2.311476, -2.104192, -4.805523], [-4.751742, 0.770758, -2.495854], [0.672451, 3.076849, 5.363706], [1.465063, -4.267340, -3.283437], [-0.909960, 4.851664, 6.061378], [1.626957, -4.763089, 4.389469], [3.749358, 6.110771, -2.928087], [3.037643, -3.285799, -4.817954], [4.695102, 5.326632, -0.791118], [-0.749535, 3.225524, 2.638115], [6.846901, 0.735003, -5.129394], [0.063226, 5.832848, -1.385779], [-2.980667, -1.727475, 4.452932], [-3.041249, 1.261919, -4.188943], [-1.970136, 3.124426, -1.981648], [4.031163, -0.223499, 1.507938], [-0.944876, -3.922486, -0.490490], [-3.398235, -4.896507, -3.370396], [6.873528, -1.153761, -3.612247], [5.680291, 1.227522, -4.545169], [-4.921974, 2.870563, -3.882734], [-2.286535, -4.006580, 0.201870], [-1.215904, 5.314066, 2.005332], [-0.749039, 3.618963, 5.173801], [-3.173269, -4.079160, 2.224869], [0.267587, -4.139316, 0.026773], [1.167736, -2.001133, -4.022129], [-4.664360, -4.080095, 2.414382], [-4.903345, -1.956767, 1.165927], [7.437607, -0.437623, -4.668225], [0.422378, -6.445585, 3.106009], [-1.633736, -1.638044, 4.106458], [5.722094, -0.655550, -3.043238], [2.628023, -4.357868, -4.035987], [-3.939509, 2.921830, -0.915615], [3.639243, 6.245434, -1.400969], [-2.641601, -5.124362, 1.217730], [-2.644722, -2.937319, 1.313074], [0.716002, -3.091688, -3.278968], [-0.757088, -1.133214, 5.069391], [3.915058, 0.725969, -2.644087], [-0.524983, 3.755704, 0.096342], [-0.498755, -0.419363, 7.097503], [2.520426, 1.122144, 1.920911], [2.302364, -4.580529, 5.214145], [5.205953, 2.131697, -4.907914], [3.200266, 6.891980, -3.454561], [0.283779, -0.964066, 4.813569], [-5.586110, 1.133986, -1.893029], [-3.712211, -2.034566, 3.719061], [-2.803402, 3.003668, 5.493271], [7.302890, 1.275495, -5.951132], [0.885173, 2.964968, 6.429831], [-3.638195, 0.601352, -4.823329], [3.189690, 8.378047, -1.390178], [-1.444853, 6.105951, 4.028317], [-5.159026, -5.890234, -4.097151], [-5.122257, -4.898323, 2.960701], [1.734726, -4.864870, 1.424076], [-3.223990, 3.810975, 0.944409], [3.717547, 1.774137, 1.025431], [-1.233007, -6.654032, 0.823156], [3.809874, 7.739070, 0.141000], [-5.614520, -1.207674, 0.841583], [-3.064335, -3.993424, -0.568625], [-2.288312, 0.668144, -3.677655], [4.542141, -0.138466, 2.469018], [-2.533019, 1.998314, -4.802560], [-0.169603, 5.614878, 5.813105], [-0.366065, -4.971452, -4.847801], [0.065313, 2.725052, 0.031263], [-0.755396, 4.547474, 7.096574], [3.216395, -5.267848, -4.013204], [4.915783, 7.986752, -1.226498], [8.341243, -0.803166, -5.142138], [-3.444948, -5.764820, 0.842606], [7.314683, -2.076371, -3.254025], [-1.734041, 1.712192, 4.914127], [-1.937571, -6.694056, 2.439958], [-0.948298, 5.970024, -1.725451], [-1.910725, 5.281034, 5.981231], [1.132683, -5.121661, -2.703751], [-4.975611, 2.683162, -0.768270], [-3.924994, -4.456256, -2.527853], [-1.610735, -6.364923, -6.441433], [2.632600, -1.259145, -5.403735], [5.656074, 5.565104, -1.254751], [4.797340, 6.169113, -3.226512], [-3.201404, -1.086685, 0.258502], [-4.477210, -1.495460, 5.997027], [-1.630750, 2.253327, 6.600276], [1.126488, -2.761693, 4.124155], [0.773798, 2.113284, 4.869726], [-5.630885, 3.314931, -3.179849], [4.454208, 4.284987, -0.994413], [-1.381321, 6.124262, 1.315852], [1.395467, 3.764316, 4.918696], [4.773299, 5.458007, 0.283283], [-5.479931, 2.336657, -4.655500], [-4.017854, -6.819430, -6.091298], [-4.348565, 3.672184, -4.352377], [1.332283, 7.193197, -2.530922], [-2.676476, -4.152677, 3.197112], [-5.151313, 0.104558, -3.261156], [1.125647, -3.872420, -0.585252], [3.354797, 5.137179, -3.224439], [0.629109, -1.061451, -3.987364], [-4.077634, 0.195327, -1.864333], [0.153936, -7.486831, 2.968675], [4.777421, -0.348951, 0.721101], [3.937358, -3.363340, -5.416678]],
  "forces_ev_per_a": [[-0.4, -0.5, 0.2], [-0.2, 0.3, 0.0], [0.0, -0.6, 0.6], [0.3, -0.2, 0.0], [0.0, -0.2, 0.0], [0.2, 0.1, -0.3], [0.7, -0.2, 0.1], [0.1, 0.0, 0.1], [0.0, 0.0, -0.1], [0.0, 0.0, 0.0], [0.0, 0.0, -0.1], [-0.4, 0.3, -0.6], [-0.2, 0.0, -0.1], [0.1, 0.0, -0.1], [0.2, -0.1, 0.1], [-0.1, -0.3, -0.2], [0.0, 0.0, 0.0], [0.2, -0.1, 0.4], [0.2, -0.1, -0.4], [0.2, 0.0, 0.0], [-0.3, 0.0, 0.1], [-0.2, -0.4, -0.2], [0.0, 0.0, 0.0], [0.1, 0.0, 0.0], [0.1, 0.1, 0.0], [0.0, 0.0, 0.2], [0.0, 0.3, -0.2], [0.0, 0.0, 0.0], [-0.3, 0.4, 0.2], [-0.1, 0.1, -0.2], [0.0, 0.0, 0.0], [0.0, -0.1, -0.1], [-0.1, -0.2, -0.1], [0.1, 0.2, 0.0], [0.0, 0.0, 0.0], [0.0, 0.0, 0.0], [0.0, 0.0, -0.1], [0.1, -0.2, 0.0], [0.0, 0.1, 0.0], [0.0, -0.1, 0.1], [-0.1, -0.1, 0.1], [0.2, 0.1, 0.2], [-0.1, 0.1, 0.1], [0.0, 0.2, 0.0], [-0.2, -0.1, 0.0], [0.0, 0.0, 0.1], [0.0, 0.0, 0.0], [0.1, 0.3, 0.2], [0.0, 0.0, 0.0], [-0.1, 0.0, 0.0], [-0.1, 0.0, -0.1], [0.0, 0.1, 0.0], [0.0, 0.0, -0.1], [0.0, 0.0, 0.1], [0.0, 0.0, 0.1], [0.1, 0.0, 0.1], [-0.2, -0.1, 0.1], [-0.3, 0.2, 0.2], [0.0, 0.0, 0.0], [-0.2, 0.0, 0.2], [0.1, 0.0, 0.0], [0.1, 0.0, 0.1], [-0.3, 0.3, 0.1], [-0.1, 0.0, -0.1], [-0.3, 0.2, -0.1], [0.1, -0.1, 0.0], [0.1, -0.1, 0.0], [0.0, 0.1, 0.0], [0.0, 0.0, 0.0], [0.1, 0.0, 0.2], [0.1, 0.0, -0.2], [0.0, -0.2, 0.0], [-0.1, 0.0, -0.1], [0.1, 0.0, -0.1], [0.1, -0.1, 0.0], [0.1, -0.1, 0.0], [0.0, 0.0, 0.0], [0.0, 0.0, 0.0], [0.1, 0.0, -0.1], [0.1, 0.1, -0.3], [-0.1, 0.0, -0.1], [0.0, 0.0, 0.0], [-0.2, 0.0, 0.0], [0.1, 0.2, 0.1], [0.1, 0.0, 0.0], [0.4, 0.1, -0.1], [0.0, 0.1, 0.1], [0.0, -0.1, 0.0], [0.0, 0.2, 0.0], [0.1, -0.1, 0.0], [0.0, 0.0, 0.0], [0.0, 0.1, 0.0], [0.0, 0.0, 0.0], [0.0, 0.0, 0.1], [0.0, 0.0, 0.0], [0.0, 0.0, 0.0], [0.0, -0.1, 0.0], [0.0, -0.1, 0.0], [0.0, 0.0, 0.0], [0.0, 0.0, 0.0], [0.0, 0.0, 0.0], [0.0, 0.0, 0.0], [0.0, 0.0, 0.0], [0.0, 0.0, 0.0], [0.0, 0.0, 0.0], [-0.1, 0.1, 0.0], [0.0, 0.0, 0.1], [0.0, -0.1, 0.0], [-0.1, 0.1, -0.1], [0.0, -0.1, 0.0], [0.0, 0.0, 0.0], [0.0, 0.0, 0.0], [-0.1, 0.1, 0.1], [0.1, -0.1, 0.0], [0.0, 0.0, 0.0], [0.0, 0.0, 0.0], [0.0, 0.0, 0.1], [0.0, 0.0, -0.1], [0.1, 0.0, 0.0], [0.0, 0.0, 0.0], [0.0, 0.0, 0.0], [0.0, 0.0, 0.0], [0.0, 0.0, 0.0], [0.0, 0.0, -0.1], [0.0, 0.0, 0.0], [0.0, 0.0, 0.0], [0.0, 0.0, 0.0], [0.0, -0.1, -0.1], [0.0, 0.0, 0.0], [0.0, 0.0, 0.0], [0.1, 0.0, 0.0], [-0.1, 0.0, -0.1], [0.0, 0.0, 0.0], [0.0, 0.0, 0.1], [-0.1, 0.0, 0.0], [0.0, 0.0, 0.0], [-0.1, 0.0, 0.1], [0.0, 0.0, 0.0], [0.0, 0.0, 0.0], [0.1, -0.1, 0.0], [0.0, 0.0, 0.0], [0.0, 0.0, 0.0], [0.0, -0.1, 0.0], [0.1, 0.0, 0.0], [0.0, 0.0, 0.1], [0.0, -0.1, 0.0], [0.0, 0.0, 0.0], [0.0, 0.0, 0.0], [0.0, 0.0, 0.0], [0.0, 0.0, 0.0], [0.0, 0.0, 0.0], [0.0, 0.0, 0.0], [0.0, -0.1, 0.0], [0.0, 0.0, -0.1], [-0.1, 0.0, 0.0], [0.0, -0.1, 0.1], [0.0, 0.0, 0.0], [0.0, 0.0, 0.0], [0.0, 0.0, 0.0]],
  "lowdin_charge": [1.65, 1.54, 1.40, 0.61, 0.61, 0.60, -0.77, 0.02, 0.02, 0.02, 0.08, -0.27, 0.02, -0.02, -0.01, -0.01, -0.07, 0.01, 0.03, 0.00, 0.04, 0.05, -0.05, -0.04, -0.09, -0.19, -0.33, -0.11, -0.69, -0.55, -0.04, -0.30, -0.29, -0.08, -0.01, -0.12, -0.09, -0.09, -0.35, -0.29, -0.13, -0.67, -0.06, -0.09, -0.28, -0.45, -0.13, -0.06, -0.09, -0.04, -0.05, -0.15, -0.07, -0.02, -0.04, -0.10, -0.09, -0.69, -0.10, -0.11, -0.10, -0.09, -0.71, -0.18, -0.34, -0.16, -0.02, -0.02, -0.04, -0.27, -0.07, -0.55, -0.24, -0.12, -0.14, 0.01, -0.03, -0.10, 0.03, -0.35, -0.09, -0.09, -0.08, -0.55, -0.20, -0.43, -0.38, -0.16, -0.51, -0.67, 0.11, 0.04, 0.11, 0.11, 0.07, 0.09, 0.07, 0.08, 0.09, 0.09, 0.08, 0.08, 0.07, 0.10, 0.09, 0.12, 0.15, 0.12, 0.04, 0.13, 0.09, 0.10, 0.09, 0.07, 0.11, 0.03, 0.09, 0.08, 0.05, 0.08, 0.10, 0.08, 0.09, 0.14, 0.11, 0.02, 0.12, 0.11, 0.08, 0.10, 0.10, 0.07, 0.09, 0.10, 0.08, 0.08, 0.10, 0.11, 0.08, 0.08, 0.03, 0.07, 0.07, 0.12, 0.09, 0.04, 0.08, 0.09, 0.09, 0.11, 0.13, 0.08, 0.09, 0.10, 0.09, 0.09, 0.12, 0.10, 0.10]
}